1.
Here is a gas-phase ion, C5H15N2 (charge +2) from OMol25. Energies are from wB97M-V/def2-TZVPD.

Properties
Multiplicity: 2
E_HOMO (alpha / beta) in eV: -20.00 / -19.94
Strongest force on any atom in Eh/bohr: 0.127
Frontier orbital gap (alpha / beta) in eV: 12.84 / 6.94
Energy above the lowest of the compared OMol25 structures with the same formula, charge and spin in kcal/mol: 87.7
Charge: +2

CARTESIAN COORDINATES (ANGSTROEM)
C (-0.3904, 1.1928, 0.2437)
N (0.4110, 0.2965, -0.6267)
C (1.9322, 0.4930, -0.5734)
C (2.4672, -0.4859, -1.6166)
C (-0.6631, 0.3916, 1.5899)
N (-1.4291, -0.8691, 1.2159)
C (-2.5252, -0.7144, 0.1905)
H (0.2396, 1.9246, 0.7299)
H (-0.9809, 1.7899, -0.4153)
H (0.2218, 0.6401, -1.6304)
H (2.2364, 1.5763, -0.7746)
H (2.4198, 0.2464, 0.4942)
H (2.2414, -1.5161, -1.3856)
H (3.5552, -0.2233, -1.6572)
H (2.2033, -0.2884, -2.7296)
H (-1.4365, 0.7324, 2.3238)
H (0.3611, 0.1919, 2.2061)
H (-1.7808, -1.4171, 2.0349)
H (-0.7032, -1.4376, 0.7429)
H (-2.7480, -1.7270, -0.0824)
H (-2.1512, -0.3490, -0.8023)
H (-3.4809, -0.4475, 0.5218)

2.
Here is a molecular structure, C24H30CaN6 from OMol25. Energies are from wB97M-V/def2-TZVPD.

Properties
E_HOMO in eV: -13.45
Strongest force on any atom in Eh/bohr: 0.007
Frontier orbital gap in eV: 8.09
Energy above the lowest of the compared OMol25 structures with the same formula, charge and spin in kcal/mol: 0.1
Charge: +2

CARTESIAN COORDINATES (ANGSTROEM)
Ca (-0.3684, 0.2413, 0.2902)
C (-2.6980, -0.9597, 2.1172)
N (-2.5692, -0.6745, 0.6771)
C (-2.7605, -1.8917, -0.1404)
C (-1.5098, -2.6129, -0.5935)
C (-1.6107, -3.9638, -0.9026)
C (-0.5209, -4.6195, -1.4488)
C (0.6480, -3.9053, -1.6676)
C (0.6736, -2.5708, -1.3210)
N (-0.3791, -1.9256, -0.7958)
C (-3.5407, 0.3624, 0.2792)
C (-3.2370, 0.9203, -1.0875)
C (-4.2473, 1.2048, -1.9906)
C (-3.9205, 1.7717, -3.2142)
C (-2.5891, 2.0262, -3.5005)
C (-1.6396, 1.7012, -2.5499)
N (-1.9455, 1.1618, -1.3643)
C (-1.4836, -1.6404, 2.6917)
C (-1.6010, -2.6852, 3.5918)
C (-0.4535, -3.2108, 4.1693)
C (0.7754, -2.6750, 3.8218)
C (0.8066, -1.6425, 2.9024)
N (-0.2927, -1.1271, 2.3421)
H (-3.5985, -1.5467, 2.3272)
H (-2.8188, -0.0060, 2.6394)
H (-3.2991, -1.6113, -1.0500)
H (-3.4093, -2.5989, 0.3852)
H (-2.5383, -4.4899, -0.7206)
H (-0.5821, -5.6697, -1.6996)
H (1.5233, -4.3728, -2.0946)
H (1.5731, -1.9836, -1.4685)
H (-3.4845, 1.1783, 1.0065)
H (-4.5697, -0.0129, 0.3091)
H (-5.2769, 0.9885, -1.7390)
H (-4.6944, 2.0045, -3.9330)
H (-2.2887, 2.4632, -4.4417)
H (-0.5879, 1.8786, -2.7455)
H (-2.5771, -3.0766, 3.8449)
H (-0.5220, -4.0237, 4.8794)
H (1.6935, -3.0494, 4.2509)
H (1.7537, -1.2075, 2.6025)
C (-0.5714, 3.1993, 1.5575)
C (-0.0709, 4.6043, 1.9865)
N (1.3837, 4.6426, 1.9288)
C (1.8294, 4.4414, 0.5567)
C (1.2842, 3.0897, 0.0254)
N (0.5768, 2.3670, 1.1142)
C (1.5070, 2.2079, 2.2614)
C (1.9416, 3.6033, 2.7839)
H (-1.2863, 3.2657, 0.7317)
H (-1.0554, 2.6806, 2.3911)
H (-0.3897, 4.8410, 3.0013)
H (-0.4634, 5.3806, 1.3300)
H (2.9189, 4.4600, 0.5423)
H (1.4782, 5.2723, -0.0545)
H (2.0924, 2.4523, -0.3449)
H (0.5701, 3.2440, -0.7886)
H (2.3686, 1.6274, 1.9202)
H (0.9948, 1.6307, 3.0351)
H (3.0269, 3.7002, 2.7884)
H (1.5930, 3.7664, 3.8035)

3.
Here is 3 unconnected molecules or ions with the total composition C3H13N2O3 from OMol25. Energies are from wB97M-V/def2-TZVPD.

Properties
Multiplicity: 2
E_HOMO (alpha / beta) in eV: -18.04 / -17.98
Strongest force on any atom in Eh/bohr: 0.070
Frontier orbital gap (alpha / beta) in eV: 5.21 / 4.33
Energy above the lowest of the compared OMol25 structures with the same formula, charge and spin in kcal/mol: 112.2
Charge: +2

CARTESIAN COORDINATES (ANGSTROEM)
C (-0.3341, 1.5970, 1.5749)
C (-0.9046, 0.2138, 1.4262)
C (-1.3967, -0.3062, 0.1657)
N (-2.6412, -0.9892, 0.1977)
O (-0.3905, -1.2246, -0.3841)
N (1.1246, 1.7120, 1.3758)
H (-0.7996, 2.2678, 0.8357)
H (-0.5648, 1.9708, 2.5659)
H (-1.4154, 0.4670, -0.6006)
H (-1.2218, -0.2438, 2.3667)
H (-2.9585, -1.2237, 1.1400)
H (-3.3685, -0.5803, -0.3719)
H (1.6903, 1.5837, 2.2215)
H (-0.0547, -1.7225, 0.3812)
H (1.4900, 1.0212, 0.6794)
H (1.0538, -1.5765, -3.4288)
H (0.4707, -1.2254, -1.9695)
O (1.1328, -1.0020, -2.6332)
H (2.2077, -0.1018, -1.6476)
H (3.4563, 0.4950, -0.9028)
O (2.4899, 0.3514, -0.8159)

4.
Here is a molecular structure, C26H23InN4O7S from OMol25. Energies are from wB97M-V/def2-TZVPD.

Properties
E_HOMO in eV: -8.03
Strongest force on any atom in Eh/bohr: 0.088
Frontier orbital gap in eV: 7.85
Energy above the lowest of the compared OMol25 structures with the same formula, charge and spin in kcal/mol: 6.4
Charge: 0

CARTESIAN COORDINATES (ANGSTROEM)
In (9.3781, 10.9710, 10.6322)
O (14.2239, 8.8527, 5.6306)
C (13.5027, 8.8407, 6.6132)
O (13.6093, 7.9698, 7.5623)
C (12.3460, 9.8421, 6.9555)
C (11.0033, 9.3287, 6.8249)
C (10.0693, 9.8204, 7.6643)
N (10.2771, 10.7819, 8.5754)
C (11.4844, 11.3440, 8.5280)
C (12.5724, 10.9411, 7.7816)
C (11.7570, 12.3413, 9.6684)
O (12.4453, 13.3078, 9.5490)
O (11.2041, 11.9295, 10.8438)
H (10.9060, 8.4922, 6.1106)
H (9.0122, 9.5881, 7.6597)
H (13.5193, 11.4584, 7.7954)
C (7.7176, 15.0754, 9.3121)
C (7.7281, 13.5576, 9.5094)
O (8.5375, 13.1019, 10.2542)
C (6.8704, 12.6449, 8.6850)
C (6.0484, 13.1728, 7.6588)
C (5.2598, 12.4827, 6.8336)
C (5.1521, 11.0999, 7.0747)
C (5.8753, 10.4828, 8.0298)
C (6.8453, 11.2431, 8.9218)
O (7.5452, 10.4208, 9.7260)
H (8.5292, 15.4767, 9.8893)
H (6.7682, 15.5865, 9.5686)
H (7.7796, 15.3676, 8.2603)
H (6.0178, 14.2478, 7.4116)
H (4.7150, 12.9670, 6.0197)
H (4.5432, 10.5023, 6.4070)
H (5.8245, 9.4810, 8.3994)
N (13.0815, 6.8247, 10.0375)
C (11.9658, 7.1298, 10.7264)
C (11.2937, 8.3812, 10.3653)
N (10.3809, 8.8758, 11.1827)
C (10.0348, 8.1166, 12.2497)
C (10.5525, 6.7645, 12.4040)
N (11.5021, 6.2188, 11.5813)
H (13.3963, 7.3970, 9.2175)
H (13.6507, 5.9966, 10.3803)
H (11.6965, 8.9095, 9.5021)
H (9.3521, 8.5353, 12.9501)
H (10.0523, 6.0701, 13.1128)
C (8.4914, 13.5115, 14.2994)
S (9.5985, 13.2117, 12.9550)
O (9.3161, 11.6851, 12.7292)
C (11.2114, 13.2447, 13.8177)
C (11.5643, 12.1418, 14.5457)
C (12.7592, 12.1862, 15.1893)
C (13.5209, 13.3198, 15.1460)
C (13.1766, 14.4271, 14.3818)
C (11.9925, 14.3824, 13.6058)
H (8.3413, 12.5320, 14.7175)
H (7.5767, 13.9256, 13.8543)
H (8.9271, 14.2853, 14.9561)
H (10.9654, 11.1670, 14.5989)
H (13.2212, 11.3324, 15.7061)
H (14.4219, 13.2455, 15.7679)
H (13.8562, 15.2520, 14.2971)
H (11.8291, 15.1608, 12.8327)

5.
Here is a molecular structure, C3H2O4 from OMol25. Energies are from wB97M-V/def2-TZVPD.

Properties
E_HOMO in eV: -9.05
Strongest force on any atom in Eh/bohr: 0.084
Frontier orbital gap in eV: 7.12
Energy above the lowest of the compared OMol25 structures with the same formula, charge and spin in kcal/mol: 79.4
Charge: 0

CARTESIAN COORDINATES (ANGSTROEM)
C (-0.5797, 0.6271, 0.2706)
C (1.0873, 0.0419, -0.4542)
C (0.7379, -1.2410, 0.1405)
O (-1.6371, 0.4592, -0.5422)
O (-0.4179, 1.5292, 1.0449)
O (2.1173, 0.6338, -0.5730)
O (-0.4033, -1.1491, 0.7030)
H (-2.1266, 1.2982, -0.5361)
H (1.2221, -2.1993, -0.0534)

6.
Here is a molecular structure, C17H33KN4O7P2 from OMol25. Energies are from wB97M-V/def2-TZVPD.

Properties
E_HOMO in eV: -8.76
Strongest force on any atom in Eh/bohr: 0.019
Frontier orbital gap in eV: 8.94
Energy above the lowest of the compared OMol25 structures with the same formula, charge and spin in kcal/mol: 7.0
Charge: 0

CARTESIAN COORDINATES (ANGSTROEM)
K (0.0086, 0.7677, -0.2321)
C (-0.4015, -4.0853, -2.8134)
C (-1.1379, -3.2993, -1.7646)
C (-0.6891, -3.2849, -0.4491)
C (-1.3718, -2.5869, 0.5418)
C (-0.9002, -2.6448, 1.9652)
C (-2.5083, -1.8683, 0.1898)
C (-2.9690, -1.8450, -1.1216)
C (-4.2012, -1.0673, -1.4861)
C (-2.2788, -2.5717, -2.0860)
H (-0.6182, -5.1521, -2.7261)
H (0.6789, -3.9668, -2.7139)
H (-0.6871, -3.7733, -3.8182)
H (0.2034, -3.8397, -0.1817)
H (-1.2124, -3.5811, 2.4333)
H (-1.3174, -1.8382, 2.5642)
H (0.1858, -2.5819, 2.0201)
H (-3.0299, -1.3002, 0.9519)
H (-5.0843, -1.7095, -1.4866)
H (-4.1122, -0.6331, -2.4822)
H (-4.3808, -0.2597, -0.7774)
H (-2.6337, -2.5626, -3.1114)
C (-0.6991, 2.4147, 4.7939)
C (-0.3861, 2.7090, 3.3356)
O (-0.2174, 4.1274, 3.2079)
P (-1.7557, 2.2677, 2.2140)
O (-2.0383, 0.7354, 2.4368)
O (-3.0935, 2.8781, 2.8018)
O (-1.4493, 2.6772, 0.8273)
P (1.1322, 1.7698, 2.8098)
O (1.6592, 2.7267, 1.5811)
O (2.1691, 1.6855, 3.8593)
O (0.6024, 0.5322, 2.1312)
H (-1.6084, 2.9367, 5.0917)
H (0.1365, 2.7603, 5.4000)
H (-0.8314, 1.3467, 4.9632)
H (0.1125, 4.2802, 2.3117)
H (-1.1711, 0.2755, 2.4361)
H (-3.2396, 3.7923, 2.5324)
H (2.4241, 3.2452, 1.8577)
N (0.9363, 2.7626, -1.9521)
C (2.0427, 2.4074, -2.8291)
C (1.6510, 1.4427, -3.9444)
C (1.3867, -0.0142, -3.5715)
N (0.0553, -0.2513, -3.0056)
H (0.2093, 3.2739, -2.4380)
H (1.2374, 3.3417, -1.1771)
H (2.8200, 1.9402, -2.2178)
H (2.4981, 3.2902, -3.3026)
H (2.4837, 1.4398, -4.6536)
H (0.7979, 1.8490, -4.5011)
H (2.1211, -0.3363, -2.8286)
H (1.5540, -0.6159, -4.4764)
H (-0.0513, -1.2357, -2.7858)
H (-0.6684, -0.0460, -3.6872)
N (3.3707, -0.4805, 1.8188)
C (2.9132, -1.7552, 1.6286)
C (2.7018, -1.8743, 0.2853)
N (3.0001, -0.6929, -0.3507)
C (3.3926, 0.1109, 0.6036)
H (3.4189, 0.0120, 2.7015)
H (2.7912, -2.4453, 2.4431)
H (2.3750, -2.7438, -0.2576)
H (3.6732, 1.1443, 0.4909)

Copy entry 4 word for word.
Here is a molecular structure, C26H23InN4O7S from OMol25. Energies are from wB97M-V/def2-TZVPD.

Properties
E_HOMO in eV: -8.03
Strongest force on any atom in Eh/bohr: 0.088
Frontier orbital gap in eV: 7.85
Energy above the lowest of the compared OMol25 structures with the same formula, charge and spin in kcal/mol: 6.4
Charge: 0

CARTESIAN COORDINATES (ANGSTROEM)
In (9.3781, 10.9710, 10.6322)
O (14.2239, 8.8527, 5.6306)
C (13.5027, 8.8407, 6.6132)
O (13.6093, 7.9698, 7.5623)
C (12.3460, 9.8421, 6.9555)
C (11.0033, 9.3287, 6.8249)
C (10.0693, 9.8204, 7.6643)
N (10.2771, 10.7819, 8.5754)
C (11.4844, 11.3440, 8.5280)
C (12.5724, 10.9411, 7.7816)
C (11.7570, 12.3413, 9.6684)
O (12.4453, 13.3078, 9.5490)
O (11.2041, 11.9295, 10.8438)
H (10.9060, 8.4922, 6.1106)
H (9.0122, 9.5881, 7.6597)
H (13.5193, 11.4584, 7.7954)
C (7.7176, 15.0754, 9.3121)
C (7.7281, 13.5576, 9.5094)
O (8.5375, 13.1019, 10.2542)
C (6.8704, 12.6449, 8.6850)
C (6.0484, 13.1728, 7.6588)
C (5.2598, 12.4827, 6.8336)
C (5.1521, 11.0999, 7.0747)
C (5.8753, 10.4828, 8.0298)
C (6.8453, 11.2431, 8.9218)
O (7.5452, 10.4208, 9.7260)
H (8.5292, 15.4767, 9.8893)
H (6.7682, 15.5865, 9.5686)
H (7.7796, 15.3676, 8.2603)
H (6.0178, 14.2478, 7.4116)
H (4.7150, 12.9670, 6.0197)
H (4.5432, 10.5023, 6.4070)
H (5.8245, 9.4810, 8.3994)
N (13.0815, 6.8247, 10.0375)
C (11.9658, 7.1298, 10.7264)
C (11.2937, 8.3812, 10.3653)
N (10.3809, 8.8758, 11.1827)
C (10.0348, 8.1166, 12.2497)
C (10.5525, 6.7645, 12.4040)
N (11.5021, 6.2188, 11.5813)
H (13.3963, 7.3970, 9.2175)
H (13.6507, 5.9966, 10.3803)
H (11.6965, 8.9095, 9.5021)
H (9.3521, 8.5353, 12.9501)
H (10.0523, 6.0701, 13.1128)
C (8.4914, 13.5115, 14.2994)
S (9.5985, 13.2117, 12.9550)
O (9.3161, 11.6851, 12.7292)
C (11.2114, 13.2447, 13.8177)
C (11.5643, 12.1418, 14.5457)
C (12.7592, 12.1862, 15.1893)
C (13.5209, 13.3198, 15.1460)
C (13.1766, 14.4271, 14.3818)
C (11.9925, 14.3824, 13.6058)
H (8.3413, 12.5320, 14.7175)
H (7.5767, 13.9256, 13.8543)
H (8.9271, 14.2853, 14.9561)
H (10.9654, 11.1670, 14.5989)
H (13.2212, 11.3324, 15.7061)
H (14.4219, 13.2455, 15.7679)
H (13.8562, 15.2520, 14.2971)
H (11.8291, 15.1608, 12.8327)

- Number 6 is which compound?
  C17H33KN4O7P2

- Look up the strongest force on any atom of the second one.
  0.007 Eh/bohr